No. 1
Density functional theory data (the ωB97M-V functional and the def2-TZVPD basis) for a structure of composition C25H19BIrN5O8S2 at a distorted geometry.

CARTESIAN COORDINATES (ANGSTROEM)
Ir: -0.011 0.464 -0.071
S: 1.854 -1.659 0.561
S: -0.641 -1.622 2.849
O: 0.941 -1.541 -0.645
O: 2.653 3.265 1.501
O: 1.715 -0.457 1.370
O: -0.919 -0.750 1.670
O: -3.831 1.861 1.129
O: -1.893 -2.032 3.445
O: 0.360 -1.141 3.757
O: 3.220 -1.956 0.224
N: -1.662 1.800 0.377
N: 0.785 2.410 0.458
N: 2.152 0.970 -1.063
N: -2.095 -0.558 -0.625
N: -0.379 1.104 -1.963
C: -0.078 3.490 0.497
C: 0.327 4.824 0.476
C: -2.957 -2.767 -0.469
C: -1.969 5.500 0.298
C: 4.261 1.465 -0.095
C: 4.882 0.679 -1.050
C: -2.080 -1.840 -1.000
C: -3.882 -2.344 0.477
C: -0.580 -4.325 2.433
C: -1.406 3.169 0.427
C: 4.118 0.073 -2.033
C: -0.089 -5.515 1.918
C: -2.367 4.175 0.340
C: 0.037 -3.122 2.122
C: 1.182 -3.124 1.324
C: 2.114 2.493 0.731
C: 1.044 -5.514 1.119
C: -0.620 5.825 0.363
C: 2.743 0.227 -1.994
C: -2.884 1.267 0.640
C: -2.986 -0.163 0.267
C: 1.682 -4.321 0.823
C: -0.440 1.165 -3.112
C: -3.914 -1.010 0.837
C: 2.888 1.580 -0.145
B: -0.530 1.268 -4.674
H: -2.709 6.284 0.208
H: 4.803 1.972 0.691
H: 4.569 -0.520 -2.815
H: -0.997 0.222 -5.073
H: 2.567 -4.285 0.203
H: -0.307 6.860 0.316
H: 5.956 0.541 -1.038
H: 1.421 -6.442 0.707
H: -4.560 -3.051 0.936
H: -1.323 -2.121 -1.721
H: 2.090 -0.229 -2.727
H: -4.597 -0.617 1.576
H: -0.599 -6.446 2.135
H: -1.273 2.185 -4.940
H: 1.381 5.055 0.533
H: -3.409 3.902 0.302
H: -2.901 -3.800 -0.783
H: 0.597 1.465 -5.077
H: -1.452 -4.290 3.071

As for the HOMO energy (alpha / beta): -5.3 / -5.3 eV. Its net charge is -1. Its spin multiplicity is 2.


No. 2
Density functional theory data (the ωB97M-V functional and the def2-TZVPD basis) for a cluster of 2 separate species, C22H28BF3O2S3 in total at a distorted geometry.

CARTESIAN COORDINATES (ANGSTROEM)
S: 1.030 -1.955 -2.262
S: -0.244 3.591 -1.064
S: 2.239 -0.978 -0.809
F: 6.530 1.530 -1.050
F: 6.224 3.576 -0.314
F: 6.655 1.987 1.114
O: -1.595 -1.462 -1.009
O: -1.358 -2.053 1.214
C: 3.467 -2.455 -0.586
C: -2.730 4.861 -0.676
C: 0.447 2.700 0.272
C: 2.550 -3.640 -0.408
C: -3.353 -3.386 1.267
C: -1.673 3.321 1.058
C: 2.504 1.940 1.414
C: -3.463 -0.011 -0.680
C: -2.831 -1.981 0.990
C: 3.882 1.830 1.333
C: 5.968 2.258 -0.030
C: -1.689 3.932 -0.186
C: 3.775 1.989 -1.104
C: 1.761 2.155 0.226
C: 0.702 -0.824 0.117
C: -3.459 -1.039 2.036
C: 2.394 2.129 -1.028
C: 4.489 1.959 0.085
C: -2.966 -1.460 -0.499
C: 1.449 -3.547 -1.454
C: -3.688 -2.376 -1.465
C: -0.434 2.699 1.336
B: -0.701 -1.685 0.028
H: -3.509 4.369 -1.272
H: -3.181 -1.330 3.068
H: -3.018 -3.745 2.240
H: -3.037 -3.226 -1.689
H: 1.853 2.314 -1.963
H: 4.281 1.928 -2.071
H: 1.771 -4.000 -2.403
H: -4.556 -1.127 1.949
H: 3.050 -4.601 -0.542
H: -3.369 0.199 -1.753
H: -2.790 0.692 -0.178
H: -2.517 3.352 1.752
H: -4.672 -2.717 -1.124
H: 2.178 -3.692 0.612
H: -4.506 0.193 -0.380
H: -0.194 2.257 2.294
H: -3.835 -1.835 -2.406
H: -4.448 -3.464 1.273
H: 0.476 -3.934 -1.136
H: 4.065 -2.177 0.292
H: -2.290 5.645 -1.290
H: 1.983 2.007 2.377
H: -3.167 0.011 1.880
H: 1.122 -1.028 1.144
H: 4.503 1.666 2.213
H: 4.117 -2.611 -1.462
H: -2.969 -4.064 0.515
H: -3.223 5.313 0.191

As for the HOMO energy: -7.3 eV. Its net charge is 0.


No. 3
Density functional theory data (the ωB97M-V functional and the def2-TZVPD basis) for a cluster of 2 separate species, C2H10N2O in total at a distorted geometry.

CARTESIAN COORDINATES (ANGSTROEM)
O: 2.604 -0.046 -1.610
N: 1.036 -0.285 0.784
N: -2.590 0.318 0.060
C: -0.216 0.499 0.798
C: -1.299 -0.406 0.224
H: 2.772 -0.957 -1.871
H: 1.818 0.331 1.025
H: -2.991 -0.070 -0.785
H: 0.961 -1.004 1.508
H: -1.453 -1.285 0.866
H: 2.029 -0.208 -0.828
H: -2.414 1.309 -0.035
H: -0.937 -0.750 -0.748
H: -0.552 0.869 1.775
H: -0.100 1.296 0.055

As for the HOMO energy (alpha / beta): 1.3 / -5.8 eV. Its net charge is -1. Its spin multiplicity is 2.


> net charge of number 1 (C25H19BIrN5O8S2)?

-1


> The highest net charge belongs to which entry?

C22H28BF3O2S3